[1]
{
  "formula": "C42H33GeN5O10Y",
  "method": "wB97M-V/def2-TZVPD",
  "e_above_lowest_kj_mol": 0.00,
  "gap_ha": [0.2926, 0.2485],
  "mol_weight_g_mol": 929.267,
  "multiplicity": 2,
  "lumo_energy_ev": [0.047, -1.779],
  "homo_ev": [-7.91, -8.54],
  "e_tot_ha": -4761.718478,
  "s2": 0.75,
  "symbols": ["Y", "O", "C", "O", "C", "C", "C", "C", "C", "N", "H", "H", "H", "H", "O", "C", "O", "C", "C", "C", "C", "C", "C", "O", "N", "O", "O", "N", "O", "O", "H", "H", "C", "C", "C", "C", "C", "C", "Ge", "C", "C", "C", "C", "C", "C", "C", "C", "C", "C", "C", "C", "H", "H", "H", "H", "H", "H", "H", "H", "H", "H", "H", "H", "H", "H", "H", "C", "N", "N", "C", "O", "C", "C", "C", "C", "C", "C", "C", "C", "C", "H", "H", "H", "H", "H", "H", "H", "H", "H", "H", "H", "H"],
  "positions_angstrom": [[0.34824, 0.24022, 0.06028], [0.02652, -0.35886, -2.08246], [1.17110, 0.12431, -2.45586], [2.06076, 0.38598, -1.62671], [1.33731, 0.36230, -3.92720], [1.49322, -0.71117, -4.79053], [1.57257, -0.44188, -6.14512], [1.47991, 0.87540, -6.56549], [1.32580, 1.87235, -5.61539], [1.25796, 1.63274, -4.30482], [1.55443, -1.72210, -4.41308], [1.69775, -1.24208, -6.86206], [1.52328, 1.13440, -7.61427], [1.25265, 2.90996, -5.91359], [0.11461, 3.78606, 1.74737], [0.43508, 2.63620, 1.88930], [1.15562, 1.91030, 1.01890], [0.05433, 1.84430, 3.11672], [0.32678, 2.42134, 4.33758], [0.10128, 1.67383, 5.48341], [-0.34551, 0.38246, 5.43342], [-0.62420, -0.16819, 4.19096], [-0.50560, 0.53933, 3.00125], [-0.87662, 0.13562, 1.81230], [-1.04587, -1.60454, 4.21907], [-1.14177, -2.14472, 5.29428], [-1.20262, -2.15820, 3.15292], [0.38300, 2.26986, 6.81429], [0.17151, 1.58883, 7.79248], [0.79197, 3.40954, 6.83073], [0.71141, 3.42924, 4.39099], [-0.47714, -0.19833, 6.33412], [-4.33519, 3.58918, 2.69615], [-4.22838, 2.21368, 2.52238], [-3.45781, 1.70464, 1.48753], [-2.78874, 2.56681, 0.61498], [-2.89023, 3.94462, 0.80920], [-3.67006, 4.45339, 1.84155], [-1.83265, 1.93136, -0.91821], [-3.13041, 1.02163, -2.02788], [-4.48215, 1.28114, -1.75627], [-5.49237, 0.75051, -2.55131], [-5.17657, -0.05850, -3.62988], [-3.84479, -0.32721, -3.91236], [-2.83286, 0.20402, -3.12496], [-1.04891, 3.37133, -1.91567], [-1.85049, 3.90129, -2.93410], [-1.41778, 5.00004, -3.66582], [-0.18076, 5.56704, -3.39885], [0.62568, 5.04276, -2.39858], [0.19218, 3.95181, -1.65789], [-4.93192, 3.98634, 3.50701], [-4.74109, 1.54090, 3.19716], [-3.37981, 0.63046, 1.37242], [-2.34818, 4.62629, 0.16662], [-3.74450, 5.52276, 1.98625], [-4.76729, 1.90264, -0.91858], [-6.52645, 0.97307, -2.32101], [-5.95971, -0.47722, -4.24834], [-3.58965, -0.95738, -4.75532], [-1.80834, -0.02786, -3.36900], [-2.81069, 3.46292, -3.17488], [-2.04645, 5.41249, -4.44457], [0.15433, 6.42331, -3.97118], [1.59070, 5.48171, -2.18862], [0.82778, 3.56807, -0.86707], [0.08107, -6.22977, 0.26407], [0.55006, -5.09921, 1.06875], [0.15422, -3.82322, 0.68208], [1.17402, -2.95219, 0.97527], [1.11739, -1.71596, 0.78754], [2.24031, -3.71517, 1.51911], [1.82981, -5.01263, 1.52108], [2.58114, -6.24804, 1.87893], [-1.25549, -3.53642, 0.63141], [-2.12105, -4.34075, 1.35211], [-3.48400, -4.09034, 1.30800], [-3.98557, -3.03449, 0.56162], [-3.10569, -2.21819, -0.13622], [-1.74251, -2.47000, -0.10581], [-0.84219, -5.93771, -0.22798], [-0.12663, -7.07188, 0.92042], [0.82015, -6.50917, -0.48690], [3.16931, -3.30381, 1.86543], [3.46681, -5.98476, 2.45073], [2.90447, -6.78229, 0.98392], [1.96963, -6.92562, 2.47316], [-1.72982, -5.12452, 1.98431], [-4.15224, -4.71768, 1.88211], [-5.04841, -2.84129, 0.53029], [-3.46948, -1.37845, -0.71465], [-1.08843, -1.80191, -0.65068]]
}

---

[2]
{
  "formula": "C19H18N6O3S2",
  "method": "wB97M-V/def2-TZVPD",
  "gap_ha": 0.2895,
  "mol_weight_g_mol": 442.526,
  "smiles": "CCOc1ccccc1Nc1nnc(SCC(=O)Nc2ccc3[nH]c(=O)[nH]c3c2)s1",
  "lumo_energy_ev": 0.274,
  "homo_ev": -7.60,
  "e_tot_ha": -2085.526563,
  "symbols": ["C", "C", "O", "C", "C", "C", "C", "C", "C", "N", "C", "N", "N", "C", "S", "C", "C", "O", "N", "C", "C", "C", "C", "N", "C", "O", "N", "C", "C", "S", "H", "H", "H", "H", "H", "H", "H", "H", "H", "H", "H", "H", "H", "H", "H", "H", "H", "H"],
  "positions_angstrom": [[-5.66256, -2.07676, -2.26568], [-5.36520, -0.95434, -1.28422], [-4.08374, -1.19673, -0.73280], [-3.57983, -0.31533, 0.18368], [-4.22156, 0.82384, 0.63920], [-3.60318, 1.64944, 1.56772], [-2.34785, 1.33906, 2.05166], [-1.69419, 0.19963, 1.60984], [-2.29544, -0.62657, 0.67453], [-1.69527, -1.77291, 0.15186], [-0.43796, -2.19863, 0.33599], [0.41507, -1.75845, 1.19962], [1.61258, -2.33234, 1.12071], [1.72363, -3.21813, 0.19188], [3.18271, -4.04459, -0.23561], [4.43135, -3.11817, 0.73151], [4.69058, -1.73139, 0.13527], [5.59113, -1.53181, -0.64744], [3.81167, -0.81281, 0.59926], [3.57815, 0.49113, 0.14806], [4.49600, 1.20095, -0.62413], [4.21787, 2.48831, -1.05966], [3.00525, 3.04670, -0.70844], [2.42512, 4.27004, -0.97780], [1.17143, 4.34770, -0.40884], [0.40109, 5.27523, -0.46279], [0.98029, 3.14240, 0.23705], [2.07906, 2.32888, 0.07000], [2.35156, 1.05430, 0.51180], [0.23355, -3.48170, -0.70996], [-5.64569, -3.03505, -1.75323], [-6.64320, -1.92786, -2.70750], [-4.91593, -2.09064, -3.05532], [-5.37309, 0.01504, -1.79989], [-6.11842, -0.93732, -0.48537], [-5.20318, 1.08203, 0.27599], [-4.11495, 2.53593, 1.90829], [-1.87344, 1.97864, 2.78009], [-0.72049, -0.06484, 1.98591], [-2.25435, -2.24266, -0.54766], [4.09197, -3.07563, 1.76462], [5.33305, -3.72270, 0.64249], [3.05685, -1.17919, 1.18165], [5.42696, 0.73031, -0.89088], [4.93232, 3.03098, -1.65765], [2.83275, 5.01406, -1.51670], [0.13678, 2.90276, 0.72949], [1.64074, 0.49919, 1.10342]]
}

---

[3]
{
  "formula": "C5H13NO2P",
  "method": "wB97M-V/def2-TZVPD",
  "e_above_lowest_kj_mol": 94.76,
  "gap_ha": 0.4008,
  "mol_weight_g_mol": 150.138,
  "charge": 1,
  "smiles": "C=CO[P@](C)(O)=[N+](C)C",
  "lumo_energy_ev": -2.889,
  "homo_ev": -13.79,
  "e_tot_ha": -744.646723,
  "symbols": ["C", "C", "O", "P", "C", "O", "N", "C", "C", "H", "H", "H", "H", "H", "H", "H", "H", "H", "H", "H", "H", "H"],
  "positions_angstrom": [[2.74736, -1.41438, 0.65190], [2.55853, -0.67597, -0.38371], [1.40899, 0.13562, -0.74321], [0.18088, 0.67242, 0.10917], [-0.32129, 2.32100, -0.60765], [0.52002, 1.00841, 1.64144], [-0.96559, -0.61293, 0.15491], [-1.15103, -1.23051, -1.20943], [-2.18756, -0.38342, 0.96555], [2.20147, -1.62066, 1.63523], [3.63951, -1.98752, 0.60929], [3.21561, -0.59941, -1.22167], [-1.09703, 2.75497, -0.02287], [0.65444, 2.70686, -0.90040], [-0.95411, 2.32964, -1.56380], [0.46315, 1.95337, 1.80282], [-0.84325, -2.29416, -1.10102], [-2.19796, -1.19533, -1.55270], [-0.54923, -0.72092, -1.92593], [-2.96341, 0.08990, 0.37106], [-2.57672, -1.37561, 1.39569], [-1.78278, 0.13861, 1.89535]]
}